(1)
Molecular formula: C5H8OS
Method: DFT, ωB97M-V/def2-TZVPD

As for the calculated total energy: -668.7024 Ha. Its SMILES is C=C(C)C.O=C=S. Its HOMO energy is -9.29 eV. Its energy above the lowest of the compared OMol25 structures with the same formula, charge and spin is 94.9 kJ/mol. The HOMO-LUMO gap comes out at 9.905 eV.

Structure (ORCA input):
```
! RIJCOSX wB97M-V def2-TZVPD def2/J DEFGRID3
* xyz 0 1
H -1.732 -0.142 -1.129
H -0.037 1.067 -1.924
C 0.629 0.863 -0.999
H 0.692 -0.035 1.887
S 0.818 -3.026 0.769
H 1.221 0.044 -0.985
H -2.412 -0.065 0.651
O 0.397 -2.296 -1.766
C -0.384 0.679 0.098
H 1.122 1.827 -0.919
H 1.051 1.518 1.491
H -0.511 1.183 2.185
C -1.580 0.097 -0.138
C 0.461 -2.593 -0.678
C 0.265 0.878 1.457
*
```

(2)
Molecular formula: C5H8OS
Method: DFT, ωB97M-V/def2-TZVPD

As for the calculated total energy: -668.6353 Ha. Its SMILES is C=CC1(O)CSC1. Its HOMO energy is -8.71 eV. Its energy above the lowest of the compared OMol25 structures with the same formula, charge and spin is 271.2 kJ/mol. The HOMO-LUMO gap comes out at 9.495 eV.

Structure (ORCA input):
```
! RIJCOSX wB97M-V def2-TZVPD def2/J DEFGRID3
* xyz 0 1
H 2.094 2.417 -0.197
C 0.191 -0.530 0.013
H 2.234 -0.146 -0.245
H -1.472 -1.241 -1.589
O 0.619 -1.846 -0.057
H -0.558 0.461 -1.868
H 0.116 2.116 0.378
C 1.157 1.741 0.050
C -1.036 -0.233 -1.294
H -1.036 -1.155 1.694
S -2.190 0.189 -0.024
H -0.141 -2.383 0.244
C -0.826 -0.272 1.136
C 1.329 0.442 -0.140
H -0.482 0.438 1.901
*
```